1.
The following is a DFT calculation (the ωB97M-V functional and the def2-TZVPD basis) of a 12-piece molecular cluster, C4H33N2O13 overall in a non-equilibrium geometry.

XYZ file:
```
52
Properties=species:S:1:pos:R:3:forces:R:3:lowdin_charge:R:1
O -1.920734 1.969602 2.995548 -0.833 -1.874 -1.921 0.128
C -2.099286 1.131921 2.108824 3.073 0.765 2.475 -0.464
O -2.763716 1.360716 1.024674 -2.531 -0.148 -1.071 0.095
C -1.148304 -0.096841 2.040067 3.067 -1.186 0.363 -0.197
C -1.573505 -1.529920 2.224548 -2.942 -0.134 2.266 -0.165
C -0.579869 -2.480943 2.944318 -0.381 -1.534 0.391 -0.211
N 0.629003 -2.708699 2.049512 -3.440 2.488 0.101 0.040
N -0.238780 -0.030354 0.832917 2.335 0.144 -0.347 0.181
H -3.197932 0.579092 0.571107 1.141 0.607 -0.029 0.145
H -0.397740 -0.005586 2.845448 -0.659 0.735 -0.010 0.158
H -1.866893 -2.047544 1.318871 -0.302 0.230 -0.311 0.098
H -2.553909 -1.363000 2.875854 1.831 -1.130 -1.075 0.170
H -1.230697 -3.437123 3.316091 1.643 1.789 -1.359 0.151
H -0.178741 -2.122120 3.915675 -0.310 0.321 -0.731 0.113
H 0.467766 -3.208482 1.214610 -0.869 -0.521 -0.955 -0.001
H 1.324580 -3.182209 2.477195 2.714 -1.571 2.170 0.024
H 0.543822 -0.774736 0.690752 -2.037 0.854 1.200 0.177
H 0.367797 0.829162 0.916732 -0.544 0.085 0.118 0.092
H -0.706530 -0.032513 -0.051637 -0.668 0.215 -0.864 0.070
H 0.407105 2.529219 2.275398 -2.464 2.155 2.537 0.011
H 1.173036 2.737899 0.923397 -0.479 0.293 0.378 0.028
O 0.960786 2.151561 1.675592 2.683 -2.062 -2.061 -0.038
H -2.256404 -1.117116 -1.144149 -0.580 1.293 -0.274 0.029
H -2.760760 0.237019 -1.910845 0.425 -0.425 -0.139 0.065
O -2.707910 -0.239043 -1.076892 -0.545 -0.665 0.808 -0.067
H 0.062307 1.168039 -2.736366 -1.440 0.766 0.584 -0.004
H 0.366810 -0.108292 -2.912184 0.184 -1.463 0.242 0.022
O -0.348200 0.331268 -2.446354 0.730 0.182 -0.543 -0.087
H 3.610844 -2.823994 -1.203452 0.282 -0.143 0.258 0.042
H 4.184275 -1.743253 -2.144017 0.036 -0.496 0.282 0.052
O 3.362809 -2.148912 -1.830996 -0.066 0.569 -0.577 -0.050
H -3.106788 3.908541 -0.707308 1.915 -1.107 1.244 0.088
H -2.068235 2.772235 0.093450 -1.424 2.791 -1.488 0.065
O -2.196085 3.722240 -0.309057 -0.519 -1.265 0.032 -0.123
H 2.597341 0.882982 -3.614578 -0.318 -0.131 1.313 0.083
H 2.905533 -0.303504 -2.645679 -1.910 2.653 0.281 0.075
O 2.389450 0.610266 -2.677943 2.331 -2.441 -1.754 -0.102
H -0.387179 -2.765984 -0.741840 0.605 -2.009 0.985 0.002
H -0.861316 -2.029668 -1.947041 0.678 0.905 2.976 0.158
O -0.698861 -1.902895 -0.913347 -0.960 -0.101 -4.392 -0.085
H 1.038903 -4.782037 -0.840266 2.204 -0.511 -1.486 0.018
H 0.780091 -5.163065 0.701671 0.761 -0.444 -0.201 0.057
O 0.465754 -4.809377 -0.125093 -2.943 0.868 1.448 -0.005
H 3.382219 1.253290 -0.408178 1.762 0.431 -1.642 -0.014
H 3.074265 1.707275 1.105828 -0.421 -1.337 -2.231 0.102
O 2.780777 1.177989 0.284800 -1.149 0.634 3.579 -0.062
H 0.530977 3.111630 -3.068403 2.410 1.890 1.751 0.009
H -0.839960 3.290051 -3.596213 -3.663 3.187 -0.267 0.007
O -0.157216 2.728603 -3.515330 1.562 -4.478 -1.581 0.058
H -0.175554 4.280187 -0.005522 -4.128 0.962 1.141 -0.011
H 1.003565 4.603720 -0.641961 1.673 1.294 -1.085 0.053
O 0.611276 3.882702 -0.208243 2.478 -1.931 -0.530 0.022
```
Forces are in eV/Å.

## Properties
Max |F| in eV Å⁻¹: 5.0
Kohn-Sham gap in eV: 9.99
Net charge: +1
Energy above the lowest of the compared OMol25 structures with the same formula, charge and spin in kcal/mol: 124.08
LUMO level in eV: -2.60


2.
The following is a DFT calculation (the ωB97M-V functional and the def2-TZVPD basis) of a 12-piece molecular cluster, C4H33NO11 overall in a non-equilibrium geometry.

XYZ file:
```
49
Properties=species:S:1:pos:R:3:forces:R:3:lowdin_charge:R:1
C -1.347013 1.750501 -1.513054 -0.310 1.325 -0.949 -0.258
C -0.645878 0.714394 -2.392641 -0.938 -0.878 -0.612 -0.376
C -0.907474 -0.715806 -1.836995 0.282 -0.060 -0.611 -0.063
C -1.160577 0.696784 -3.879498 0.763 -0.880 1.418 -0.073
N -0.418647 2.678753 -0.847701 0.516 -0.429 0.991 0.011
H -2.037062 1.233448 -0.867727 -0.112 -0.233 0.724 0.086
H -2.013980 2.400262 -2.126370 0.425 -0.413 0.094 0.116
H 0.428931 0.908662 -2.442034 -0.109 0.037 0.224 0.100
H -0.090335 -1.069342 -1.239219 -0.022 -0.100 0.360 0.029
H -1.049637 -1.405345 -2.677830 0.129 -0.081 0.221 0.080
H -1.761871 -0.853137 -1.189446 -0.541 0.415 -0.036 0.069
H -0.628414 -0.162214 -4.357493 -0.237 1.027 -0.145 0.080
H -2.209824 0.394103 -3.854535 -0.100 0.453 -0.240 0.078
H -0.970687 1.670111 -4.327143 -0.208 -0.203 -0.400 0.074
H 0.346504 2.165655 -0.402016 0.061 -0.262 -0.534 0.034
H -0.831579 3.038197 0.013199 -0.483 0.290 -0.464 0.058
H -0.168194 2.598309 2.491998 0.106 0.039 -0.007 0.053
H 0.655738 1.448669 1.882745 -0.157 0.508 0.259 0.001
O -0.188892 1.650162 2.340132 -0.060 -0.054 -0.177 -0.069
H -4.531203 1.871918 0.374354 0.134 0.180 -0.088 0.030
H -5.038510 1.794020 1.770047 -0.038 0.075 0.252 0.031
O -4.540311 2.381198 1.194249 -0.049 -0.318 -0.180 -0.062
H 2.839227 -1.270483 -1.504275 -0.117 0.292 0.631 0.047
H 1.359522 -1.415274 -1.660464 -0.181 0.192 -0.091 0.043
O 1.989875 -0.830507 -1.226904 1.056 -0.711 -0.556 -0.092
H 4.691894 -1.120986 2.244167 -0.348 -0.270 -0.193 0.069
H 4.202835 -2.519786 1.717559 -0.262 0.162 0.605 0.045
O 4.671698 -1.717009 1.485063 0.824 -0.045 -0.417 -0.053
H -2.494600 -2.008561 2.311710 -0.390 -0.227 -0.038 0.011
H -3.043559 -3.430416 2.687824 -0.015 0.175 -0.085 0.053
O -3.058143 -2.753410 2.002948 0.572 0.057 0.423 -0.078
H 1.139117 -1.690256 1.888233 0.144 0.161 0.011 0.069
H 1.932258 -1.314659 0.625957 0.118 -0.193 0.148 0.019
O 2.006653 -1.367595 1.602318 -0.751 -0.291 -0.294 -0.066
H -1.752552 0.483726 2.154450 0.323 -0.362 0.114 0.027
H -2.264147 0.134117 3.512753 -0.005 -0.173 0.205 0.056
O -2.034655 -0.288260 2.681209 -0.230 0.306 -0.224 -0.066
H 4.985104 -2.349332 -1.713153 0.229 0.067 0.348 0.067
H 4.349303 -2.161329 -0.263746 0.590 0.341 -0.082 0.008
O 4.175820 -2.349423 -1.198924 -0.568 -0.233 -0.436 -0.042
H 2.551128 0.958351 -1.656319 -0.194 0.122 0.121 0.007
H 2.389991 2.505929 -1.747481 -0.152 -0.002 -0.031 0.052
O 2.899098 1.803891 -1.333689 0.465 0.088 -0.302 -0.060
H -4.710455 -2.832354 -0.366922 0.168 0.146 0.243 0.028
H -4.036466 -1.968335 0.735181 -0.241 -0.494 -0.363 -0.020
O -4.475918 -1.927652 -0.133422 -0.149 0.427 -0.207 -0.092
H 2.071631 0.442213 1.179742 0.699 0.419 0.135 -0.001
H 2.859164 1.624504 0.482781 -0.637 -0.199 0.079 0.027
O 2.315740 1.386141 1.261557 0.000 -0.194 0.156 -0.087
```
Forces are in eV/Å.

## Properties
Max |F| in eV Å⁻¹: 1.8
Kohn-Sham gap in eV: 9.41
Structure (SMILES): CC(C)CN.O.O.O.O.O.O.O.O.O.O.O
Net charge: 0
Energy above the lowest of the compared OMol25 structures with the same formula, charge and spin in kcal/mol: 0.00
LUMO level in eV: 0.23


> Which value of energy above the lowest of the compared OMol25 structures with the same formula, charge and spin does entry 1 give?

124.08 kcal/mol


> Which value of net charge does entry 2 give?

0


> Among the records above, which one has the highest net charge?

C4H33N2O13


> What is the formula in the first record?

C4H33N2O13